Entry 1:
# C17H17AsIrN4O6S

A molecular structure, C17H17AsIrN4O6S (ωB97M-V/def2-TZVPD, OMol25).

Orbital gap, eV: 7.6
Largest force on an atom, hartree/bohr: 0.0106
Energy, eV: -110663.3319
ΔE to the lowest compared entry with this formula, charge and spin, kcal per mole: 15.9

The geometry in ORCA input format:
```
! wB97M-V def2-TZVPD RIJCOSX def2/J DEFGRID3
* xyz -1 1
Ir -0.95 -0.92 0.04
O 3.39 -1.15 -1.25
As 2.34 -0.81 0.14
O 2.76 0.55 0.90
O 0.86 -0.85 -0.73
C 2.79 -2.42 1.13
C 4.13 -2.78 1.15
C 4.55 -3.86 1.91
C 3.64 -4.60 2.65
C 2.30 -4.25 2.64
C 1.89 -3.16 1.88
S 0.17 -2.75 1.83
O -0.34 -3.18 0.52
O -0.45 -3.31 2.98
O 0.18 -1.24 1.79
H 2.97 -0.79 -2.04
H 4.85 -2.20 0.57
H 5.60 -4.13 1.92
H 3.97 -5.44 3.24
H 1.57 -4.79 3.22
N -2.51 -1.01 -1.15
C -3.45 -1.05 -1.84
N -4.42 -1.20 -2.63
C -5.25 -0.22 -2.97
N -6.02 0.56 -3.33
C -0.91 3.83 -2.31
N -0.14 2.60 -2.30
C -0.91 1.51 -2.88
C 0.43 2.28 -0.98
C -0.58 2.15 0.14
C -0.84 3.29 0.89
C -1.85 3.36 1.83
C -2.67 2.26 2.00
C -2.43 1.10 1.29
C -1.36 1.00 0.39
H -1.14 4.10 -3.35
H -0.31 4.64 -1.88
H -1.85 3.77 -1.76
H -1.22 1.79 -3.88
H -1.81 1.27 -2.30
H -0.29 0.61 -2.93
H 1.11 3.10 -0.73
H 1.01 1.38 -1.09
H -0.22 4.16 0.72
H -2.01 4.26 2.41
H -3.49 2.30 2.71
H -3.09 0.25 1.45
*
```

Atom charges from the Löwdin analysis, given in e for atoms 1 to 6:
1. Ir 1.331
2. O -0.243
3. As 0.915
4. O -0.431
5. O -0.580
6. C -0.223

=====

Entry 2:
# C30H50P2SeTl

A molecular structure, C30H50P2SeTl at a distorted geometry (ωB97M-V/def2-TZVPD, OMol25).

Orbital gap (alpha / beta), eV: 5.0 / 4.9
Largest force on an atom, hartree/bohr: 0.0894
Energy, eV: -120528.0848
ΔE to the lowest compared entry with this formula, charge and spin, kcal per mole: 52.0

The geometry in ORCA input format:
```
! wB97M-V def2-TZVPD RIJCOSX def2/J DEFGRID3
* xyz 1 1
Tl 1.92 0.23 -1.81
C 2.18 0.02 2.20
C 2.81 0.89 1.28
C 0.92 1.94 2.04
C 1.04 0.70 2.72
C 2.02 2.06 1.15
C 2.65 -1.33 2.57
H 3.08 -1.86 1.70
H 1.83 -1.94 2.96
H 3.43 -1.29 3.35
C 0.15 0.21 3.78
H 0.51 -0.72 4.22
H -0.86 0.03 3.39
H 0.06 0.95 4.59
C -0.13 2.95 2.26
H 0.15 3.64 3.07
H -1.08 2.47 2.53
H -0.30 3.55 1.36
C 2.30 3.21 0.26
H 3.07 3.87 0.70
H 1.40 3.81 0.09
H 2.68 2.89 -0.73
C 4.10 0.62 0.60
H 4.93 0.64 1.32
H 4.33 1.36 -0.17
H 4.12 -0.38 0.13
C 1.49 -1.79 -3.14
C 2.69 -1.98 -2.46
C 4.04 -1.84 -3.13
C 4.58 -0.44 -3.52
C 3.67 0.76 -3.51
C 2.47 0.85 -4.19
C 2.00 -0.20 -5.17
C 1.43 -1.54 -4.63
H 4.13 -2.48 -4.03
H 5.06 -0.55 -4.51
H 4.76 -2.25 -2.40
H 1.95 -2.34 -5.18
H 0.52 -1.98 -2.66
H 2.70 -2.46 -1.46
H 0.37 -1.59 -4.92
H 1.19 0.27 -5.76
H 1.91 1.80 -4.22
H 2.77 -0.45 -5.92
H 5.41 -0.20 -2.83
H 4.12 1.67 -3.07
P -1.27 -2.47 0.93
C -1.69 -3.21 2.58
H -2.05 -4.25 2.47
H -2.47 -2.61 3.08
H -0.80 -3.21 3.22
C -2.71 -3.10 -0.05
H -2.99 -4.12 0.27
H -2.42 -3.11 -1.11
H -3.56 -2.41 0.08
C -0.05 -3.76 0.39
H 0.18 -3.61 -0.67
H -0.46 -4.78 0.54
H 0.88 -3.65 0.97
P -2.04 1.92 -1.65
C -1.04 3.36 -2.24
H -1.48 3.79 -3.16
H -0.01 3.03 -2.44
H -1.01 4.13 -1.45
C -2.35 1.16 -3.30
H -1.40 1.06 -3.85
H -3.06 1.77 -3.88
H -2.76 0.15 -3.14
C -3.65 2.72 -1.32
H -4.05 3.18 -2.24
H -3.52 3.47 -0.54
H -4.33 1.95 -0.94
Se -2.73 0.03 1.40
C -3.82 0.11 2.91
C -3.64 1.10 3.91
C -4.36 1.03 5.10
C -5.31 0.01 5.30
C -5.54 -0.92 4.29
C -4.83 -0.86 3.09
H -2.93 1.90 3.73
H -4.19 1.77 5.88
H -5.86 -0.05 6.25
H -6.28 -1.71 4.43
H -5.02 -1.57 2.28
*
```

Atom charges from the Löwdin analysis, given in e for atoms 1 to 6:
1. Tl 1.004
2. C -0.217
3. C -0.262
4. C -0.192
5. C -0.160
6. C -0.243

=====

Entry 3:
# C5H10O2

A single C5H10O2 molecule (ωB97M-V/def2-TZVPD, OMol25).

Orbital gap, eV: 10.5
SMILES string: CO[C@H]1C[C@H]1CO
Largest force on an atom, hartree/bohr: 0.0087
Energy, eV: -9440.4322
ΔE to the lowest compared entry with this formula, charge and spin, kcal per mole: 60.2

The geometry in ORCA input format:
```
! wB97M-V def2-TZVPD RIJCOSX def2/J DEFGRID3
* xyz 0 1
C 2.17 0.36 -0.62
O 1.19 0.56 0.38
C 0.43 -0.60 0.65
C -0.71 -0.41 1.57
C -0.98 -0.73 0.13
C -1.66 0.28 -0.79
O -1.14 1.59 -0.73
H 1.72 0.01 -1.56
H 2.93 -0.36 -0.27
H 2.66 1.32 -0.77
H 1.03 -1.51 0.72
H -0.91 -1.15 2.33
H -0.88 0.63 1.87
H -1.29 -1.75 -0.08
H -1.64 -0.11 -1.82
H -2.72 0.36 -0.51
H -0.19 1.50 -0.50
*
```

Atom charges from the Löwdin analysis, given in e for atoms 1 to 6:
1. C -0.087
2. O -0.171
3. C -0.301
4. C -0.047
5. C -0.193
6. C -0.236

=====

Entry 4:
# C11H11IN2O

A molecular structure, C11H11IN2O at a distorted geometry (ωB97M-V/def2-TZVPD, OMol25).

Orbital gap (alpha / beta), eV: 5.4 / 5.4
Largest force on an atom, hartree/bohr: 0.0703
Energy, eV: -24708.4232
ΔE to the lowest compared entry with this formula, charge and spin, kcal per mole: 69.5

The geometry in ORCA input format:
```
! wB97M-V def2-TZVPD RIJCOSX def2/J DEFGRID3
* xyz 0 1
C 0.14 4.03 0.18
C -0.51 3.68 -0.99
C 0.52 3.04 1.06
C -1.03 2.38 -1.18
C 0.20 1.69 0.79
C -0.66 1.34 -0.26
C -1.31 -2.14 -0.13
C -0.51 -1.05 -0.32
C -2.79 -1.97 0.17
C -0.71 -3.52 -0.03
C 1.00 -1.21 -0.31
N -1.08 0.13 -0.61
N -3.00 -0.75 0.57
O -3.59 -2.88 0.09
I -4.83 -0.03 0.61
H 0.33 5.11 0.17
H -0.68 4.54 -1.65
H 1.12 3.42 1.80
H -1.52 1.98 -2.08
H 0.59 0.83 1.44
H 0.05 -3.56 0.68
H -0.14 -3.72 -0.90
H -1.39 -4.32 0.42
H 1.15 -2.16 -0.72
H 1.26 -1.40 0.67
H 1.35 -0.28 -0.73
*
```

Atom charges from the Löwdin analysis, given in e for atoms 1 to 6:
1. C -0.084
2. C -0.072
3. C -0.059
4. C 0.039
5. C 0.022
6. C -0.314

=====

Entry 5:
# C26H59N3O6Pb

A molecular structure, C26H59N3O6Pb at a distorted geometry (ωB97M-V/def2-TZVPD, OMol25).

Orbital gap, eV: 6.1
Largest force on an atom, hartree/bohr: 0.0457
Energy, eV: -49915.7058
ΔE to the lowest compared entry with this formula, charge and spin, kcal per mole: 0.0

The geometry in ORCA input format:
```
! wB97M-V def2-TZVPD RIJCOSX def2/J DEFGRID3
* xyz 0 1
Pb 0.13 0.11 -0.40
C 5.37 -0.41 1.04
C 4.50 -1.61 1.41
C 5.03 -2.38 2.63
C 4.65 -1.77 3.97
C 3.16 -1.64 4.13
C 2.54 -0.89 2.96
N 3.07 -1.29 1.65
O 2.44 -0.72 0.55
C 2.77 0.62 3.21
C 1.04 -1.18 3.03
C 4.62 -2.69 0.33
H 5.81 0.13 1.88
H 5.04 0.35 0.32
H 6.21 -0.85 0.50
H 6.12 -2.23 2.68
H 4.71 -3.42 2.66
H 5.19 -0.83 4.14
H 5.07 -2.37 4.79
H 2.88 -1.17 5.08
H 2.75 -2.64 4.27
H 3.84 0.81 3.20
H 2.34 0.85 4.19
H 2.28 1.17 2.41
H 0.40 -0.62 2.35
H 0.71 -0.98 4.05
H 0.85 -2.24 2.85
H 4.49 -2.35 -0.71
H 3.88 -3.49 0.40
H 5.56 -3.24 0.29
C -2.57 2.69 -1.42
C -3.80 1.82 -1.07
C -4.74 1.85 -2.27
C -5.87 0.84 -2.22
C -5.48 -0.56 -1.75
C -4.39 -0.60 -0.66
N -3.39 0.45 -0.79
O -2.41 0.35 0.21
C -3.73 -2.02 -0.71
C -5.13 -0.52 0.71
C -4.52 2.52 0.12
H -2.86 3.74 -1.48
H -2.14 2.39 -2.38
H -1.85 2.51 -0.62
H -4.11 1.65 -3.15
H -5.08 2.86 -2.48
H -6.57 0.83 -3.05
H -6.60 1.29 -1.52
H -5.05 -1.04 -2.64
H -6.40 -0.98 -1.37
H -2.97 -1.99 -1.50
H -4.47 -2.80 -0.87
H -3.19 -2.17 0.23
H -6.19 -0.29 0.64
H -4.52 0.07 1.40
H -5.24 -1.49 1.21
H -3.86 2.49 0.99
H -5.53 2.16 0.29
H -4.60 3.60 -0.05
C -0.73 2.16 2.56
O 0.17 1.95 1.47
C 0.95 3.11 1.15
C 1.69 2.88 -0.13
N 0.74 2.54 -1.20
C 1.37 2.15 -2.48
C 0.34 1.48 -3.44
O -0.37 0.41 -2.83
C -1.34 -0.12 -3.72
H -1.44 2.98 2.40
H -0.18 2.33 3.49
H -1.29 1.23 2.50
H 1.59 3.43 1.98
H 0.17 3.89 1.08
H 2.38 2.05 0.06
H 2.25 3.77 -0.41
H 0.06 3.29 -1.30
H 2.32 1.61 -2.44
H 1.57 3.06 -3.06
H 0.85 1.11 -4.33
H -0.28 2.34 -3.71
H -0.99 -0.91 -4.39
H -1.86 0.64 -4.30
H -2.06 -0.60 -3.06
C 2.55 -1.88 -3.05
O 2.16 -0.91 -2.08
H 1.77 -2.00 -3.81
H 3.34 -1.43 -3.66
H 2.91 -2.76 -2.54
H 2.74 -0.89 -1.28
C 0.06 -3.51 -0.62
O -0.63 -2.28 -0.30
H 0.05 -4.14 0.27
H -0.53 -3.99 -1.41
H 1.04 -3.18 -0.95
H -1.56 -2.48 -0.15
*
```

Atom charges from the Löwdin analysis, given in e for atoms 1 to 6:
1. Pb 1.692
2. C -0.035
3. C -0.498
4. C -0.144
5. C -0.204
6. C -0.166

=====

Entry 6:
# Cl2HNS

2 unconnected molecules or ions with the total composition Cl2HNS at a distorted geometry (ωB97M-V/def2-TZVPD, OMol25).

Orbital gap (alpha / beta), eV: 8.8 / 8.0
Expectation value of S²: 2.007
Largest force on an atom, hartree/bohr: 0.0215
Energy, eV: -37382.2664
ΔE to the lowest compared entry with this formula, charge and spin, kcal per mole: 21.6

The geometry in ORCA input format:
```
! wB97M-V def2-TZVPD RIJCOSX def2/J DEFGRID3
* xyz 0 3
N 0.70 -1.58 0.88
S -0.33 0.77 -0.14
Cl -1.58 0.30 -1.70
Cl 0.45 2.45 -0.87
H 0.75 -1.94 1.83
*
```

And the Löwdin charges, in e, turn out to be:
1. N 0.069
2. S -0.073
3. Cl 0.030
4. Cl 0.049
5. H -0.076